w | The following is a quantum chemistry calculation of the ion C4H10N2OS with charge -2, from the OMol25 dataset.

Structure (XYZ):
```
18
C4H10N2OS, DFT ωB97M-V with the def2-TZVPD basis set
C -1.272 0.059 0.080
N -1.950 1.230 -0.474
C 0.245 -0.022 -0.355
C 0.345 -0.886 -1.649
S -0.349 0.071 -3.099
N 0.981 -0.742 0.727
C 1.168 0.048 1.994
O 2.247 0.793 2.021
H -1.864 -0.787 -0.257
H -1.374 0.077 1.171
H -2.105 1.129 -1.467
H -1.396 2.066 -0.354
H 0.695 0.953 -0.492
H -0.025 -1.875 -1.414
H 1.404 -1.073 -1.877
H 1.889 -0.824 0.278
H 0.163 0.526 2.310
H 1.200 -0.741 2.857
```

The total charge is -2. As for the spin multiplicity: 1. For the gap between HOMO and LUMO, the calculation gives 5.64 eV.

These are the Mulliken partial charges, in e, on atoms 1 to 5: -0.715 -0.773 0.242 -1.050 -0.773


x | The following is a quantum chemistry calculation of the ion C4H10N2OS with charge -2, from the OMol25 dataset.

Structure (XYZ):
```
18
C4H10N2OS, DFT ωB97M-V with the def2-TZVPD basis set
C -0.021 -1.084 -0.908
N -1.168 -1.967 -1.068
C -0.172 0.144 0.021
C -0.921 1.259 -0.702
S -2.754 0.980 -1.000
N 1.178 0.567 0.394
C 1.633 0.359 1.806
O 2.618 1.167 2.177
H 0.272 -0.683 -1.881
H 0.820 -1.670 -0.528
H -1.895 -1.505 -1.596
H -1.562 -2.181 -0.154
H -0.724 -0.202 0.899
H -0.498 1.431 -1.696
H -0.857 2.187 -0.126
H 1.448 1.489 0.080
H 0.695 0.440 2.431
H 1.910 -0.731 1.850
```

The total charge is -2. As for the spin multiplicity: 1. For the gap between HOMO and LUMO, the calculation gives 5.62 eV.

These are the Mulliken partial charges, in e, on atoms 1 to 5: -1.036 -0.715 0.578 -1.093 -0.779


x has the most favorable energy; the next structure is 8.6 kcal/mol above.


w | The following is a quantum chemistry calculation of a cluster of 6 separate species, H12O5S in total, from the OMol25 dataset.

Structure (XYZ):
```
18
H12O5S, DFT ωB97M-V with the def2-TZVPD basis set
S -1.231 1.815 0.637
H -0.950 3.051 0.980
H -1.591 1.475 1.909
H -0.318 -0.510 -1.776
H 0.085 -1.873 -2.223
O -0.228 -1.022 -2.585
H -2.329 1.233 -1.635
H -2.064 0.532 -2.913
O -2.751 0.624 -2.239
H 2.922 1.915 0.400
H 1.592 1.729 -0.067
O 2.415 1.214 -0.038
H -0.706 -1.641 1.997
H 0.673 -2.412 1.993
O -0.264 -2.490 1.828
H 3.265 -2.497 2.161
H 3.411 -1.481 0.998
O 2.789 -1.917 1.576
```

As for the spin multiplicity: 1. For the gap between HOMO and LUMO, the calculation gives 10.73 eV.

These are the Mulliken partial charges, in e, on atoms 1 to 5: -0.360 0.160 0.146 0.317 0.312


x | The following is a quantum chemistry calculation of a cluster of 6 separate species, H12O5S in total, from the OMol25 dataset.

Structure (XYZ):
```
18
H12O5S, DFT ωB97M-V with the def2-TZVPD basis set
S 2.459 -2.420 -0.692
H 1.184 -2.791 -0.865
H 2.322 -1.755 0.463
H 0.331 -0.915 -3.798
H -0.197 -0.778 -2.331
O 0.079 -0.291 -3.116
H 4.857 -1.888 -2.739
H 5.859 -2.508 -3.696
O 5.486 -1.657 -3.429
H -1.699 0.586 -0.311
H -2.692 0.300 0.794
O -1.843 0.001 0.448
H -1.405 3.342 3.341
H -0.368 4.386 2.970
O -1.312 4.210 2.932
H -4.480 1.061 2.661
H -4.501 0.150 3.832
O -4.080 0.967 3.534
```

As for the spin multiplicity: 1. For the gap between HOMO and LUMO, the calculation gives 10.33 eV.

These are the Mulliken partial charges, in e, on atoms 1 to 5: -0.295 0.128 0.163 0.314 0.299


y | The following is a quantum chemistry calculation of a cluster of 6 separate species, H12O5S in total, from the OMol25 dataset.

Structure (XYZ):
```
18
H12O5S, DFT ωB97M-V with the def2-TZVPD basis set
S -5.748 0.172 3.883
H -5.491 0.068 2.605
H -5.321 -1.043 4.192
H -0.482 0.367 -0.780
H 0.850 0.267 -0.100
O 0.097 -0.250 -0.296
H 2.560 -1.585 2.770
H 2.531 -0.556 1.688
O 2.080 -0.810 2.482
H 2.126 -4.186 -1.124
H 1.927 -2.789 -0.659
O 1.780 -3.700 -0.349
H 0.734 4.837 -0.733
H 1.776 5.491 -1.863
O 1.634 5.063 -1.007
H -0.160 -0.149 -4.231
H -0.892 -0.654 -3.080
O 0.000 -0.544 -3.397
```

As for the spin multiplicity: 1. For the gap between HOMO and LUMO, the calculation gives 10.01 eV.

These are the Mulliken partial charges, in e, on atoms 1 to 5: -0.277 0.134 0.143 0.291 0.277


w has the most favorable energy; the next structure is 3.0 kcal/mol above.


w | The following is a quantum chemistry calculation of an isolated molecule of C6H6OS, from the OMol25 dataset.

Structure (XYZ):
```
14
C6H6OS, DFT ωB97M-V with the def2-TZVPD basis set
C 1.612 0.427 0.166
C 0.150 0.514 0.594
C -0.530 -0.787 0.935
C -1.581 -0.963 0.121
C -1.661 0.156 -0.822
C -0.668 1.027 -0.572
H 3.362 -0.727 -0.785
H 0.145 1.190 1.430
H -0.200 -1.446 1.738
H -2.240 -1.796 0.143
H -2.432 0.272 -1.608
H -0.445 1.939 -1.091
O 2.354 1.373 0.194
S 2.132 -1.180 -0.443
```

As for the spin multiplicity: 1. For the gap between HOMO and LUMO, the calculation gives 9.71 eV.

These are the Mulliken partial charges, in e, on atoms 1 to 5: 0.311 0.457 -0.894 -0.277 -0.416


x | The following is a quantum chemistry calculation of an isolated molecule of C6H6OS, from the OMol25 dataset.

Structure (XYZ):
```
14
C6H6OS, DFT ωB97M-V with the def2-TZVPD basis set
C 0.388 2.079 0.102
C -0.225 0.899 0.262
C 0.980 -1.124 0.411
C 2.240 -0.694 -0.215
C 3.264 -0.335 -0.735
C -1.524 0.632 -0.381
H -0.085 2.887 -0.513
H 1.356 2.279 0.567
H 0.342 -1.595 -0.335
H 1.172 -1.848 1.172
H 4.135 -0.016 -1.164
H -1.870 1.471 -0.978
O 0.317 -0.057 1.080
S -2.395 -0.716 -0.253
```

As for the spin multiplicity: 1. For the gap between HOMO and LUMO, the calculation gives 8.11 eV.

These are the Mulliken partial charges, in e, on atoms 1 to 5: -0.736 0.759 -0.612 -0.321 0.111


w has the most favorable energy; the next structure is 63.9 kcal/mol above.


w | The following is a quantum chemistry calculation of a cluster of 2 separate species, H3N3O2S in total, from the OMol25 dataset.

Structure (XYZ):
```
9
H3N3O2S, DFT ωB97M-V with the def2-TZVPD basis set
N -1.019 0.714 0.876
N 0.116 0.792 0.226
N -0.124 0.448 -1.091
O -1.268 0.108 -1.416
O 0.848 0.447 -1.797
S 1.529 -1.668 0.566
H -1.885 0.518 0.272
H -1.075 0.147 1.705
H 2.878 -1.506 0.658
```

As for the spin multiplicity: 1. For the gap between HOMO and LUMO (alpha / beta), the calculation gives 5.26 / 5.24 eV.

These are the Mulliken partial charges, in e, on atoms 1 to 5: -0.246 -0.260 1.158 -0.660 -0.506


x | The following is a quantum chemistry calculation of a cluster of 2 separate species, H3N3O2S in total, from the OMol25 dataset.

Structure (XYZ):
```
9
H3N3O2S, DFT ωB97M-V with the def2-TZVPD basis set
N 0.111 -1.788 -0.397
N 0.822 -1.589 0.508
N 1.785 -0.309 0.383
O 1.755 0.204 -0.713
O 2.372 0.026 1.391
S -2.857 1.409 0.324
H 0.193 -1.162 -1.382
H -2.419 2.544 -0.220
H -1.762 0.666 0.106
```

As for the spin multiplicity: 1. For the gap between HOMO and LUMO, the calculation gives 8.99 eV.

These are the Mulliken partial charges, in e, on atoms 1 to 5: -0.268 0.015 0.978 -0.545 -0.497


x has the most favorable energy; the next structure is 57.7 kcal/mol above.